19
Properties=species:S:1:pos:R:3:forces:R:3 method="wB97M-V/def2-TZVPD" orbital_gap_ha="0.32949 / 0.13556" e_homo_ha="-0.4654 / -0.4654" s_squared=0.7544 total_charge=+1 mol_weight_g_mol=87.166 energy_ha=-252.635974 multiplicity=2
C -3.0867 -0.1710 -0.0488 0.35 -1.45 -0.95
C -1.8962 -1.1159 0.1899 -1.18 1.12 -0.13
C -1.4543 -1.5359 1.3647 -1.26 1.06 -2.19
H -2.9227 0.8646 -0.1884 1.17 1.17 -0.33
H -3.5757 -0.4831 -0.9757 -0.11 -0.06 0.12
H -3.8316 -0.1236 0.7012 -0.65 -0.69 1.14
H -1.4882 -1.5397 -0.7305 0.27 0.23 0.24
H -0.7198 -2.2139 1.4119 2.88 -2.51 -0.13
H -1.8927 -1.4158 2.2781 -1.38 1.16 2.19
C 2.2541 0.7683 0.8258 2.00 -0.44 2.06
C 1.5018 0.5812 -0.4683 0.89 2.06 -1.57
N 2.2339 1.2717 -1.7211 -0.11 -3.56 1.22
H 1.6379 1.1870 1.6211 -0.05 0.44 -0.34
H 2.4617 -0.2504 1.2419 -0.20 0.52 -0.53
H 3.3409 1.2373 0.9597 -2.40 -0.56 -1.14
H 1.5562 -0.4858 -0.7456 -0.48 0.33 -0.49
H 0.4660 1.0145 -0.5102 0.80 -0.80 0.19
H 3.2265 1.4255 -1.5909 0.38 1.10 0.46
H 2.1925 0.7214 -2.6046 -0.91 0.88 0.19

=====

35
Properties=species:S:1:pos:R:3:forces:R:3 method="wB97M-V/def2-TZVPD" orbital_gap_ha=0.28636 e_homo_ha=-0.4765 total_charge=+1 mol_weight_g_mol=540.723 energy_ha=-2887.598021
Ti -1.8323 -0.5833 1.3247 -1.19 0.02 0.04
C 3.8758 1.4856 -3.6989 -0.01 0.00 0.01
C 3.0417 0.8407 -2.6302 0.01 -0.01 -0.03
C 2.5574 -0.4586 -2.7873 0.01 -0.01 -0.02
C 1.7985 -1.0622 -1.8044 0.07 0.07 0.02
C 1.5156 -0.3371 -0.6487 0.07 0.01 -0.18
C 1.9783 0.9586 -0.4577 -0.03 -0.02 -0.05
C 2.7434 1.5323 -1.4565 0.02 0.07 0.02
S 0.5846 -1.1538 0.5517 0.04 -0.15 -0.18
O 1.1870 -2.3786 0.9476 -0.02 0.01 0.01
O -0.8290 -1.3225 -0.0801 0.94 -0.21 -0.15
N 0.1496 -0.1468 1.7036 0.24 -0.11 0.38
C 0.5021 -0.4699 3.1001 0.06 0.09 -0.20
C -0.8425 -0.6949 3.7657 -0.05 -0.29 -0.27
O -1.2566 -0.2417 4.7705 0.03 -0.19 0.18
O -1.6505 -1.4376 2.8732 0.26 0.61 0.54
H 3.9857 0.8368 -4.5651 0.00 0.00 0.01
H 4.8716 1.7191 -3.3194 -0.01 0.00 0.01
H 3.4242 2.4226 -4.0270 0.00 0.00 0.01
H 2.7848 -1.0080 -3.6914 0.00 0.01 0.00
H 1.4408 -2.0761 -1.9306 -0.01 0.01 0.02
H 1.7515 1.5018 0.4491 -0.02 -0.03 0.02
H 3.1198 2.5388 -1.3214 0.00 -0.01 -0.01
H 1.0163 0.3543 3.5855 0.02 0.02 -0.01
H 1.1055 -1.3777 3.1575 0.03 -0.01 0.05
N -2.0418 2.7779 1.5348 0.03 0.06 -0.19
C -1.9077 1.6667 1.2892 -0.07 0.02 0.29
H -2.1933 3.7544 1.7149 0.00 0.00 0.01
F -4.8612 -2.0222 -1.2410 -0.12 -0.13 -0.15
Te -4.5227 -1.0712 0.2666 -0.19 0.41 0.50
F -5.7427 0.1982 -0.1933 -0.14 0.13 -0.12
F -3.1285 -2.3218 0.6457 0.18 -0.16 -0.13
F -5.7374 -2.0404 1.2064 -0.15 -0.16 0.08
F -3.1417 -0.2089 -0.7053 0.15 0.01 -0.41
O -3.7462 -0.1745 1.6712 -0.14 -0.05 -0.10

=====

62
Properties=species:S:1:pos:R:3:forces:R:3 method="wB97M-V/def2-TZVPD" orbital_gap_ha=0.21084 e_homo_ha=-0.3686 total_charge=+1 mol_weight_g_mol=595.551 energy_ha=-4900.557321
Al -0.2390 -0.0991 0.3882 -0.07 -0.39 0.04
C -2.1601 -4.1354 0.7455 -0.06 -0.10 0.00
Si -2.4497 -2.4461 0.0047 0.18 0.07 0.01
C -3.3794 -1.4254 1.2596 0.02 0.11 0.04
C -3.4827 -2.5215 -1.5459 -0.11 -0.07 -0.07
N -0.8831 -1.6881 -0.3023 0.14 0.07 -0.13
C 0.0877 -2.3560 -1.0577 -0.13 0.06 0.10
C -0.1105 -3.4667 -1.8865 0.00 0.02 0.01
C 0.9358 -4.0330 -2.6024 -0.04 -0.01 -0.01
C 2.2175 -3.5104 -2.5353 -0.06 -0.04 0.00
C 2.4542 -2.4062 -1.7277 0.10 0.10 0.06
C 1.4024 -1.8847 -1.0126 -0.02 0.10 0.00
O 1.5363 -0.7311 -0.1689 0.02 -0.19 -0.22
C 2.8246 -0.2772 0.1440 -0.11 0.15 0.10
C 3.2420 0.9237 -0.3957 0.00 -0.03 -0.21
C 4.4839 1.4253 -0.0274 0.00 -0.02 0.00
C 5.2829 0.7186 0.8632 -0.02 0.00 0.02
C 4.8433 -0.4938 1.3824 0.03 0.04 -0.01
C 3.5999 -1.0006 1.0274 0.01 -0.08 0.09
H -3.1126 -4.5918 1.0325 0.06 0.02 -0.02
H -1.5498 -4.0454 1.6490 -0.02 -0.02 -0.02
H -1.6534 -4.8244 0.0691 0.00 0.00 0.04
H -4.2598 -1.9821 1.5930 0.05 -0.01 -0.04
H -3.7202 -0.4771 0.8423 -0.01 -0.02 0.04
H -2.7771 -1.2051 2.1445 -0.06 0.01 0.01
H -4.5122 -2.7962 -1.2926 0.07 0.02 -0.03
H -3.1211 -3.2471 -2.2766 -0.05 0.05 0.00
H -3.5087 -1.5419 -2.0315 -0.01 -0.04 0.01
H -1.1021 -3.8849 -1.9812 0.03 0.00 -0.01
H 0.7373 -4.8903 -3.2345 0.00 0.04 0.04
H 3.0265 -3.9455 -3.1044 -0.01 0.00 0.00
H 3.4425 -1.9690 -1.6693 -0.02 0.00 0.03
H 2.6032 1.4312 -1.1113 0.04 0.00 0.05
H 4.8324 2.3592 -0.4504 0.00 -0.03 0.01
H 6.2534 1.1075 1.1447 -0.03 -0.03 -0.02
H 5.4731 -1.0565 2.0585 0.00 0.02 0.01
H 3.2416 -1.9465 1.4158 -0.01 0.03 -0.02
Br -2.2091 4.8564 -4.5744 0.00 0.00 0.00
C -2.6183 4.2316 -2.8413 0.01 0.02 -0.04
C -3.6584 4.8128 -2.1293 -0.02 0.00 0.03
C -3.9631 4.3514 -0.8556 -0.04 0.01 0.00
C -3.2358 3.3145 -0.2967 -0.05 -0.04 0.05
C -2.1931 2.7475 -1.0213 0.07 -0.06 0.01
C -1.8761 3.2005 -2.2994 0.06 -0.03 0.04
C -1.4079 1.6506 -0.4373 0.04 0.04 -0.05
O -0.3248 1.2235 -0.9744 -0.16 0.21 0.09
O -1.7507 1.0642 0.6431 0.08 0.00 -0.15
H -4.2280 5.6187 -2.5721 0.01 -0.01 0.01
H -4.7783 4.8013 -0.3040 0.03 0.00 -0.02
H -3.4689 2.9345 0.6894 0.00 0.01 -0.03
H -1.0677 2.7412 -2.8516 -0.02 0.02 0.00
S 0.0858 -0.9925 2.7472 0.06 0.16 0.14
C 0.8183 0.4957 2.8198 -0.01 -0.01 0.06
N 1.4389 1.0266 3.9153 -0.10 -0.16 -0.09
C 2.0366 2.2347 3.8975 0.08 0.08 0.07
C 2.0123 2.9842 2.7632 0.05 0.14 -0.02
C 1.3591 2.4334 1.6533 -0.07 -0.01 -0.19
N 0.7993 1.2457 1.6822 0.08 -0.15 0.11
H 1.4402 0.4624 4.7553 0.03 0.02 0.02
H 2.5182 2.5507 4.8131 -0.04 -0.02 -0.01
H 2.4811 3.9543 2.7160 -0.02 -0.03 0.02
H 1.2912 2.9703 0.7121 0.02 -0.03 0.04

=====

35
Properties=species:S:1:pos:R:3:forces:R:3 method="wB97M-V/def2-TZVPD" orbital_gap_ha="0.26236 / 0.26234" e_homo_ha="-0.5918 / -0.5918" total_charge=+2 mol_weight_g_mol=318.960 energy_ha=-1759.840339
H -0.4255 2.1688 2.4375 0.10 -0.10 -0.13
N -0.0344 1.0407 0.6531 -0.01 0.23 -0.57
B 0.6335 0.4144 -1.7636 -0.29 1.20 0.86
N 0.4619 1.4278 -0.5735 -0.48 0.28 -0.27
C 0.7320 2.7471 -0.5807 -0.38 -0.48 0.51
Ti -0.6688 -1.0496 0.9390 1.84 3.44 7.26
H 1.0762 3.1799 -1.5163 0.05 0.15 0.44
C 0.4257 3.2684 0.6805 -0.31 -0.64 -0.07
H 0.4744 4.3070 0.9964 0.07 -0.40 -0.04
C -0.0499 2.1681 1.4223 0.24 0.11 -0.99
H 1.0571 0.9611 -2.7620 -0.34 -0.41 0.50
C -2.2685 -0.9709 2.1978 -0.20 -0.76 -0.31
H -2.2563 0.0193 2.6679 -0.09 -0.14 -0.08
H -2.1360 -1.7581 2.9534 0.25 0.26 0.05
H -3.2289 -1.1999 1.7232 0.06 0.36 -0.01
N -0.7901 -0.2205 -1.9009 -0.44 -0.52 -0.09
N 1.6891 -0.5792 -1.1794 1.13 0.70 -0.19
N -1.3059 -0.8419 -0.7657 -0.69 0.40 -4.27
N 1.4080 -1.5936 -0.3023 0.71 -0.49 -0.91
C -1.7932 -0.0571 -2.7819 0.28 -0.28 0.56
C 3.0241 -0.3648 -1.1577 -1.53 -0.75 -0.32
H -1.6719 0.3985 -3.7559 0.31 0.05 0.16
H 3.4679 0.4727 -1.6971 -0.22 -0.33 0.16
C -2.9802 -0.5645 -2.2385 -0.07 -0.58 0.60
C 3.6235 -1.3917 -0.4239 -0.34 -1.01 0.23
C -2.6398 -1.0657 -1.0010 0.42 0.97 -0.72
C 2.5895 -2.2221 0.0218 1.17 1.62 0.34
H -3.9751 -0.6037 -2.6532 0.15 0.15 -0.21
H 4.6976 -1.5343 -0.3219 -0.44 -0.05 0.20
H -3.2190 -1.4152 -0.1841 -0.68 -0.55 0.02
H 2.6387 -3.0704 0.6826 -0.15 -0.21 -0.12
H 0.5421 -2.0558 -0.5434 0.47 -1.04 -0.92
O 0.1362 0.7073 4.5219 0.65 -1.70 -2.12
C 0.3265 -0.0098 3.5916 -0.69 1.65 2.14
N 0.4396 -0.7123 2.6137 -0.56 -1.10 -1.68

=====

36
Properties=species:S:1:pos:R:3:forces:R:3 method="wB97M-V/def2-TZVPD" orbital_gap_ha=0.19161 e_homo_ha=-0.6758 total_charge=+3 mol_weight_g_mol=502.877 energy_ha=-2157.094789
C 1.3022 1.5146 2.0459 -0.43 0.52 -0.43
C 0.0227 1.7351 2.9218 0.13 2.37 0.83
H 2.1759 1.8159 2.6375 -0.11 -0.18 -0.11
H 1.2555 2.1522 1.1306 -0.04 -0.01 0.65
H 1.3564 0.4611 1.7112 0.11 0.55 0.64
O -0.5533 2.7954 3.1645 1.93 -3.26 -0.75
I -1.9532 0.2553 1.8057 -1.25 -1.10 -0.47
Zr 2.0288 0.3972 -1.3038 0.55 -1.46 -0.71
P 0.1206 2.0703 -1.4781 -0.56 1.41 -0.15
C -1.3970 2.5726 -0.6759 -0.26 -0.51 0.68
C 1.0920 3.6057 -1.3191 0.76 0.23 0.42
H 0.5232 1.3393 -3.7674 -0.84 0.82 0.04
H -0.3697 2.9348 -3.5908 -0.11 -0.30 -0.30
H -1.2157 1.3591 -3.2777 0.24 0.16 -0.26
C -0.2615 1.9051 -3.2301 0.09 -0.26 -0.33
H 2.1115 3.5618 -1.7032 0.22 0.01 -0.27
H 0.5780 4.3886 -1.8907 0.01 -0.18 -0.05
H -1.7304 3.4999 -1.1789 0.18 -0.35 0.23
H -1.2102 2.7208 0.4146 -0.37 0.07 -0.90
H 1.1803 3.9632 -0.2797 -0.24 -0.29 -0.26
H -2.1139 1.7594 -0.8518 -0.09 0.44 0.27
C -0.4394 0.3177 3.3159 0.29 -1.11 1.49
O -0.0873 -0.6044 3.9936 -0.55 2.17 -1.46
Cl 2.0880 -0.4026 -3.4594 0.29 0.22 1.29
S 1.4790 -1.4636 -0.0034 0.07 -0.23 0.16
C 0.4961 -2.9231 0.2320 -1.58 -0.94 0.06
N -0.3826 -2.9639 1.2225 1.36 1.37 0.00
C -1.2294 -4.1529 1.1464 -0.73 -0.32 0.54
C -0.6971 -4.8734 -0.1104 -0.28 -0.58 0.16
N 0.3989 -4.0002 -0.5343 1.24 1.36 -0.39
H -0.4096 -2.2389 1.9525 -0.25 -0.61 -0.41
H -2.2728 -3.8191 0.9860 0.49 -0.33 0.43
H -1.1133 -4.7524 2.0769 -0.29 0.43 -0.68
H -1.4553 -4.9057 -0.9096 0.39 -0.25 0.33
H -0.3110 -5.8699 0.1475 -0.20 0.27 -0.39
H 0.9935 -4.1552 -1.3409 -0.18 -0.12 0.10